The following is a DFT calculation (ωB97M-V/def2-TZVPD) of the ion C6H15NO with charge +1.

Last column: Löwdin charge in e.
Element x y z (Å)
C  -2.4988  -0.3358  -1.5822  -0.30
O  -3.7947  -0.8215  -1.9036  -0.06
C  -1.8166  -0.8783  -0.3635  -0.18
C  -0.7393  0.1442  0.0742  -0.21
C  0.3373  -0.4905  0.9458  -0.20
C  1.4084  0.4394  1.5537  -0.13
C  2.1320  1.2469  0.4485  -0.16
N  3.4079  0.7012  0.1188  0.29
H  -2.6960  0.7381  -1.5428  0.13
H  -1.8734  -0.4830  -2.4731  0.12
H  -3.8114  -1.7831  -2.0533  0.10
H  -1.3413  -1.8212  -0.6481  0.12
H  -2.4981  -1.0198  0.4705  0.13
H  -0.2092  0.5269  -0.8015  0.10
H  -1.3043  0.9345  0.5617  0.13
H  0.8354  -1.2598  0.3378  0.12
H  -0.0344  -1.0854  1.7867  0.13
H  2.1460  -0.1218  2.1238  0.12
H  0.9543  1.1252  2.2668  0.13
H  1.5587  1.5041  -0.4311  0.13
H  2.4045  2.2040  0.9477  0.18
H  3.5153  0.2061  -0.7612  0.16
H  3.9177  0.3297  0.9246  0.16

Properties
- Max |F|: 0.0383 hartree/bohr
- Total charge: +1
- HOMO-LUMO gap (spin up / spin down): 9.31 / 4.27 eV
- Spin multiplicity: 2
- DFT total energy: -367.255838 hartree